234
Properties=species:S:1:pos:R:3:forces:R:3:mulliken_charge:R:1 method="wB97M-V/def2-TZVPD" orbital_gap_ev=8.95 e_homo_ev=-8.4 energy_ev=-215517.89499 molar_mass_g_mol=1639.40 lumo_energy_ev=0.51 max_force_ha_per_bohr=0.2167 charge=0
C -1.62620 4.31041 -7.43058 0.2829 0.3552 -0.4854 -1.3155
C -2.46971 4.33974 -6.18858 -0.8875 0.1523 0.0900 -0.3784
O -1.64540 4.79376 -5.10121 0.2944 0.1072 0.7478 -0.0653
P -2.01675 6.14301 -4.32252 -0.1468 0.1352 -0.1704 0.4863
O -2.12107 7.35034 -5.15011 -0.0619 -0.3826 0.2644 -0.8762
O -0.92863 6.20727 -3.16626 -0.2110 -0.3753 -0.5049 0.2528
C -0.18397 7.43672 -2.91459 -0.1474 -1.0803 -0.1582 -0.2441
C 1.20638 7.02509 -2.51702 -0.0914 0.4016 0.2747 -1.2204
O -3.36133 5.78289 -3.55145 -0.2844 0.2355 -0.2102 -0.4831
C -3.47068 4.50144 -2.92860 0.1533 -0.5253 0.8193 1.0752
C -4.57668 4.43293 -1.89508 -0.2498 1.5087 -0.0300 -1.3896
H -1.19416 5.29795 -7.60095 -0.0120 0.0262 0.1054 0.3138
H -0.79713 3.60908 -7.33445 -0.0653 -0.0696 0.1188 0.2579
H -2.16639 4.06423 -8.34547 -0.2615 -0.1617 0.2093 0.4027
H -3.36171 4.97202 -6.23944 0.2891 0.4005 -0.4447 0.5853
H -2.93099 3.37576 -5.95347 0.6425 -0.2685 0.2341 0.2615
H -0.22317 8.01716 -3.83407 0.0139 0.3409 0.2705 0.4875
H -0.67395 7.91256 -2.06447 -0.0989 0.3111 -0.2671 0.2177
H 1.77357 6.56714 -3.32466 0.0347 0.2106 -0.0830 0.4164
H 1.66191 7.94446 -2.13802 0.5301 -0.2466 -0.1660 0.4968
H 1.16015 6.32070 -1.68478 0.0443 -0.0564 -0.1011 0.0648
H -3.63862 3.73758 -3.68958 0.1424 0.0235 -0.0770 -0.0389
H -2.53987 4.29819 -2.38906 0.1474 -0.2129 -0.2954 -0.1543
H -5.51477 4.84507 -2.27747 -0.1448 -0.6623 -0.3394 0.5283
H -4.66052 3.42992 -1.48821 -0.1957 0.0019 -0.1045 0.0782
H -4.39670 5.13939 -1.07799 0.4418 -0.2278 0.1020 0.3208
C 3.09998 -4.62584 -1.30160 -0.1256 -1.0800 -0.2070 -1.3250
C 3.85080 -3.78350 -2.30823 0.7005 -0.0458 1.4954 -0.0171
O 2.97789 -3.13456 -3.24243 0.2590 -0.2758 -0.7875 0.3976
P 3.65094 -2.51598 -4.55604 1.1960 -0.4010 0.0176 0.8722
O 2.68704 -2.00719 -5.53928 0.2065 0.0956 0.6075 -0.8236
O 4.76809 -1.51237 -3.95587 -0.7384 -0.8675 -0.5223 -0.5326
C 4.35836 -0.39880 -3.16872 0.2332 1.2484 -0.4845 0.9071
C 4.17200 0.81425 -4.10053 0.2431 -0.9850 0.5491 -1.1987
O 4.63181 -3.67060 -5.07177 -0.7803 0.2357 0.6471 -0.4517
C 5.44100 -3.61572 -6.27805 -1.3798 0.2833 0.1665 -0.2747
C 4.52545 -3.82712 -7.48826 0.2066 -0.2718 -0.0658 -0.9802
H 3.78696 -5.23132 -0.70268 0.4047 0.4422 0.0070 0.4815
H 2.46710 -4.11449 -0.58022 -0.1011 0.2562 -0.3796 0.0406
H 2.56446 -5.42832 -1.81816 -0.4959 0.3450 -0.0558 0.3655
H 4.42932 -3.03887 -1.75374 -0.1386 0.3070 -0.1792 0.1636
H 4.60375 -4.41699 -2.77515 -0.2763 0.0419 -0.5351 0.3855
H 3.43960 -0.60262 -2.61249 0.1634 -0.1328 0.0622 -0.6967
H 5.18834 -0.20451 -2.48516 -0.2333 -0.1306 0.1490 0.3228
H 3.37009 0.55971 -4.79262 -0.2057 0.4576 0.0407 0.2992
H 4.00442 1.69528 -3.48063 -0.2511 0.1250 -0.2977 0.1231
H 5.08600 0.92919 -4.68250 0.0225 0.1825 0.0400 0.4230
H 5.89378 -2.62527 -6.27707 0.5022 -0.2185 -0.2315 0.2132
H 6.13597 -4.43222 -6.10922 0.2873 0.1958 -0.3163 0.3232
H 3.72851 -4.51895 -7.21432 0.0106 0.0140 0.0993 0.1745
H 4.05983 -2.90404 -7.82695 0.0295 0.0422 0.1242 0.2729
H 5.03860 -4.28897 -8.33333 0.2330 0.1522 0.0507 0.4454
C -3.49089 0.81588 -2.50270 -0.8637 0.3892 0.5821 -0.4728
C -4.25483 0.24484 -1.32514 0.3087 0.5876 0.6167 -0.8658
O -4.93415 1.34423 -0.64842 -0.1717 0.3449 0.1170 0.4141
P -5.39537 1.23365 0.87236 -0.7914 1.2075 0.2071 0.0936
O -5.25515 -0.08609 1.45933 0.0073 -0.4125 -0.0179 -0.7937
O -4.56792 2.41046 1.56287 -0.0895 0.3306 -0.7437 0.2459
C -4.74086 2.97674 2.88394 0.1409 -1.5594 0.5953 -0.1219
C -5.58977 4.21713 2.92169 -0.1299 0.7656 -0.7006 -1.7574
O -6.89140 1.86906 0.88246 1.3441 0.1046 -0.1207 -0.2708
C -7.82528 1.49340 -0.11316 -1.3861 -1.0202 -0.2293 -0.3602
C -7.81983 2.31060 -1.37209 0.2708 0.3876 -0.4713 -0.8017
H -2.88462 0.03526 -2.95526 -0.0182 0.1124 -0.2256 0.4428
H -4.25690 1.22323 -3.16684 0.3234 -0.1234 -0.4549 0.6339
H -2.87568 1.65053 -2.16513 0.2229 -0.1760 -0.0912 -0.5320
H -5.03451 -0.43635 -1.66216 0.2685 -0.3656 0.2484 0.6083
H -3.57781 -0.14268 -0.56372 -0.1212 -0.6975 -0.3069 0.1763
H -5.07374 2.13259 3.49393 -0.6631 0.3255 0.2006 0.3778
H -3.74042 3.10338 3.29905 0.1502 0.5276 -0.4310 0.2928
H -6.66231 4.05155 2.82900 0.0452 -0.3169 0.1517 0.3454
H -5.39946 4.86508 3.77850 0.0432 -0.4360 0.3200 0.4583
H -5.34003 4.87076 2.07976 0.1501 -0.1939 -0.1484 0.3318
H -7.70856 0.43334 -0.36986 0.1664 0.0381 0.0918 0.2685
H -8.82711 1.56121 0.32134 0.2335 0.0585 0.3444 0.4230
H -6.90384 2.10704 -1.92504 0.0391 0.4472 -0.0608 0.0055
H -8.64953 2.05557 -2.03466 -0.0714 -0.3764 0.2177 0.4634
H -7.96423 3.37456 -1.17468 0.4057 0.0173 0.0926 0.2583
C -2.14707 -2.90320 6.65892 -0.3205 -0.2777 1.1384 -0.5392
C -3.17054 -1.82373 7.02155 0.1622 -0.6705 -0.8934 -0.7307
O -2.85062 -0.60224 6.33808 0.0961 0.6950 -0.0540 -0.2494
P -3.76331 0.05663 5.21043 0.7362 -0.3730 -1.1248 0.4267
O -4.30173 -0.84817 4.19662 -0.1987 -0.0871 0.7441 -0.6370
O -4.87995 0.91531 5.95346 1.1172 0.0397 -0.8999 -0.2319
C -4.47404 1.98689 6.81527 -1.0569 0.3439 0.9693 -0.1540
C -5.67780 2.95958 6.89907 1.5409 -0.3684 1.4741 -1.2383
O -2.73861 1.13097 4.57258 -1.6347 0.2130 0.9094 0.2931
C -1.39145 0.86156 4.26368 1.1433 0.6056 0.3959 -0.6874
C -1.23281 -0.15940 3.17615 0.5943 -0.8934 0.2952 1.2610
H -1.96558 -3.03264 5.59540 0.1329 0.4014 -0.0152 0.0312
H -1.25433 -2.77693 7.27309 0.3751 0.2392 -0.5601 0.2873
H -2.51744 -3.87504 6.99797 -0.2898 0.0418 -0.0176 0.3068
H -4.15160 -2.17611 6.70177 -0.1620 0.2161 0.1678 0.4614
H -3.15309 -1.58982 8.08358 -0.1265 -0.1354 0.0304 0.2541
H -4.26718 1.52083 7.78418 -0.2299 0.2269 0.1365 0.3367
H -3.53843 2.49361 6.57347 -0.1399 -0.1721 -0.8281 0.2352
H -6.40855 2.53027 7.58307 -0.5048 -0.2246 -0.6683 0.3386
H -5.32321 3.80563 7.49651 0.0056 0.3396 -0.4366 0.4080
H -6.04251 3.27248 5.92805 -0.1612 -0.0833 0.0252 0.2578
H -0.93319 1.80836 3.95079 -0.3889 0.0259 -0.0781 0.3430
H -0.88674 0.63659 5.21270 0.0950 -0.4564 -0.3463 0.1109
H -1.94552 0.01498 2.37191 -0.0401 -0.1299 -0.0198 -0.2395
H -0.20804 -0.18247 2.79321 -0.0534 0.4789 -0.0624 -0.5613
H -1.33324 -1.16873 3.58616 -0.6763 0.1902 -0.0769 -0.1011
C 0.92866 -3.59962 1.45360 -0.8001 1.6781 -1.4784 -0.6621
C -0.11626 -3.55363 2.54922 1.4439 -0.4639 -0.0665 0.5707
O 0.51864 -4.21302 3.68709 -0.7405 -0.0311 0.7802 1.0032
P 0.08358 -5.63556 4.17634 0.1737 -2.2731 0.4577 0.0234
O 0.38679 -6.77786 3.28083 -0.3940 0.9262 0.2368 -0.8727
O -1.45109 -5.47734 4.57819 0.5797 0.6559 -0.0755 -0.1466
C -2.22518 -6.55557 5.15258 0.5076 -0.3952 -1.1549 -0.5716
C -1.86828 -6.87611 6.59369 -0.7723 -0.0243 0.1336 -0.9996
O 0.79014 -5.86205 5.61800 -0.5389 0.7484 -1.0531 -0.0996
C 1.76920 -6.86501 5.79210 0.9366 -1.8717 0.0615 -0.4572
C 3.12962 -6.52430 5.17653 -0.7303 0.6209 0.6574 -0.9993
H 0.75189 -2.72707 0.79860 -0.1842 -0.3941 0.1371 0.0808
H 1.95587 -3.38135 1.73504 0.0377 -0.6902 0.5463 0.3293
H 0.77032 -4.43568 0.77580 0.5038 -0.4018 0.4014 0.7349
H -0.33602 -2.54003 2.87620 -0.0109 -0.2908 -0.0523 -1.4409
H -1.00764 -4.07964 2.20948 -0.1638 0.0642 0.3580 0.5894
H -3.24762 -6.26395 4.91904 -0.0908 0.1845 0.7237 0.4301
H -2.06976 -7.43229 4.51654 0.1496 -0.0659 0.0986 0.3653
H -1.18599 -7.71883 6.68468 0.1567 0.1135 -0.1508 0.3366
H -1.45265 -6.02364 7.12622 -0.0179 0.0601 -0.0961 0.2110
H -2.79525 -7.17161 7.09113 0.0710 -0.0002 0.1482 0.3625
H 1.74532 -7.12772 6.85333 0.6041 0.9090 0.2554 0.4674
H 1.54411 -7.87745 5.42835 -0.9303 0.4885 -0.8273 0.3325
H 3.43820 -5.57317 5.61401 0.4870 -0.0919 -0.1206 0.1326
H 3.84542 -7.32464 5.35427 0.0672 0.0978 0.2072 0.4161
H 3.03560 -6.40058 4.09831 -0.1470 -0.0083 -0.0034 0.2611
C 0.13791 -4.39179 -7.67647 -0.0985 0.5717 -0.1096 -1.1670
C -0.15838 -4.76420 -6.22767 0.8247 0.3252 -0.8255 0.5115
O -1.53996 -4.49532 -5.97710 -1.0714 -0.8003 0.5162 -0.3141
P -2.49133 -5.60286 -5.30276 -0.1257 0.4602 -0.7269 0.5718
O -3.93079 -5.27836 -5.34289 1.0826 -0.0384 0.3226 -0.7733
O -2.08497 -6.91513 -6.11698 0.0976 1.0431 0.0334 -0.1802
C -2.85092 -8.12915 -6.04670 0.6376 0.0315 1.7476 -0.2081
C -1.94585 -9.21182 -6.58625 0.0397 -0.8948 -0.6186 -1.2259
O -1.84391 -5.82442 -3.84647 -0.1881 -0.2182 -0.7115 -0.1330
C -2.12469 -4.90942 -2.78685 -0.2956 0.1274 0.9455 -0.3339
C -1.22442 -5.22360 -1.60505 0.1434 -0.5411 -0.0759 -0.8516
H -0.36606 -4.95044 -8.46454 -0.2056 -0.2763 0.3349 0.3241
H -0.18205 -3.34985 -7.75425 0.0018 -0.0124 -0.2661 0.3099
H 1.20332 -4.38912 -7.91176 0.0659 -0.1550 0.2949 0.2050
H 0.11956 -5.78857 -5.98254 -0.1343 0.0137 0.0804 0.4178
H 0.43658 -4.05296 -5.65107 -0.0946 -0.2517 0.4182 -0.1347
H -3.02196 -8.26270 -4.97090 -0.1429 -0.4375 -0.1355 0.2650
H -3.83964 -8.01068 -6.48901 0.2637 -0.0322 -0.4549 0.3230
H -1.98432 -9.25465 -7.67624 -0.0147 0.0305 0.0076 0.3042
H -0.89278 -9.11778 -6.31981 -0.1120 0.6898 0.1829 0.3185
H -2.15918 -10.21831 -6.21686 -0.6164 0.1443 -0.0226 0.3819
H -2.07770 -3.86537 -3.10157 0.3114 -0.0429 -0.2759 0.3200
H -3.13917 -5.05928 -2.41044 -0.1704 -0.1156 -0.4110 0.2751
H -1.30706 -6.29446 -1.40426 -0.0905 0.0166 0.0833 0.4656
H -0.15662 -5.04526 -1.73747 -0.0722 0.3320 -0.2401 -0.0271
H -1.58527 -4.70688 -0.71542 0.0644 0.1441 -0.0256 0.3366
C 2.99464 0.14371 0.23454 4.9866 -4.3378 3.0459 0.0751
C 2.77328 0.32284 1.72180 -1.3105 -0.1653 -1.2422 -0.0015
O 3.58688 -0.57394 2.48328 0.3551 -0.2679 1.3328 -0.0324
P 3.66228 -0.36805 4.06336 0.1046 -0.5924 0.5697 0.2889
O 4.00855 0.98951 4.49053 -0.0406 0.0864 0.0191 -0.8664
O 2.28241 -0.93534 4.64209 0.1578 0.6622 -0.6926 0.4887
C 1.99341 -0.93309 6.07450 0.5593 -0.8154 -0.7108 -0.3186
C 1.92831 -2.43338 6.41652 -0.4943 1.3781 0.8641 -0.5507
O 4.69106 -1.50067 4.57624 -0.7892 0.9366 -0.5785 -0.2084
C 6.06903 -1.14568 4.73646 0.6190 -0.8264 0.4395 -0.4159
C 6.92541 -1.97579 3.78908 0.2532 0.5497 0.2492 -1.0791
H 4.00086 0.45856 -0.05547 0.0509 0.3060 0.1033 0.2221
H 3.03278 -0.92139 -0.01969 -0.0099 -0.5073 0.4864 0.0706
H 2.22168 0.59060 -0.38741 3.1522 -3.5818 1.9242 -0.5633
H 2.82636 1.36081 2.05430 0.6157 0.0072 0.1228 0.3016
H 1.73187 0.04226 1.92538 -0.1149 -0.0939 0.1204 -0.9984
H 2.73325 -0.32608 6.59681 0.2690 -0.3190 0.0574 0.3747
H 1.04797 -0.41454 6.22783 -0.1856 -0.2176 -0.1887 0.0870
H 1.68414 -2.52622 7.47862 -0.0004 -0.1919 0.0059 0.5064
H 1.09946 -2.83268 5.83811 0.2021 -0.3728 -0.0705 -0.1864
H 2.87014 -2.93867 6.22703 -0.0189 0.0233 -0.2233 0.1946
H 6.27623 -0.07957 4.64351 -0.4515 0.0371 -0.3769 0.3855
H 6.30992 -1.38149 5.77673 0.0445 -0.0960 -0.0457 0.3395
H 6.54915 -1.88697 2.77069 0.1069 0.0458 -0.0430 0.2339
H 7.93326 -1.55809 3.85865 0.0563 -0.0882 -0.2925 0.3777
H 7.00713 -3.02961 4.05000 -0.3119 0.0021 0.1260 0.2754
C 7.52273 8.40814 0.17303 -0.2704 0.2465 -1.5032 -1.2381
C 6.82497 7.18075 0.72054 1.1480 -0.1179 0.4976 -0.0155
O 5.45402 7.46408 0.92204 -0.8599 -0.1257 0.4562 -0.3070
P 4.40160 6.34620 1.34701 -0.3238 0.8473 -1.2027 0.8561
O 4.46154 5.73018 2.67010 -0.0081 -0.0373 -0.0780 -0.7003
O 3.05860 7.19972 1.04267 0.9801 -0.2005 0.0572 -0.2272
C 1.78786 6.73236 1.50986 0.0573 -0.4965 -0.1740 0.3281
C 0.65797 7.54576 0.89809 -0.2398 -0.5128 0.0953 -0.8186
O 4.60193 5.34815 0.10370 -0.1029 0.3096 1.0790 -0.1963
C 4.00957 4.03323 0.10394 0.3632 0.1305 -1.7996 0.1352
C 4.87600 3.21255 -0.85331 0.3954 0.5459 0.9822 -1.0395
H 7.01379 9.35038 0.37349 0.0007 -0.1473 0.6335 0.3081
H 8.57544 8.47496 0.43905 -0.0715 -0.0775 0.2447 0.3413
H 7.48459 8.36225 -0.92090 0.1474 -0.0136 -0.0031 0.3120
H 6.94384 6.33147 0.04479 -0.1303 0.0542 -0.0504 0.2197
H 7.33304 6.90977 1.65210 -0.4903 -0.1034 0.1961 0.2798
H 1.69153 5.68486 1.20460 -0.2027 -0.0206 -0.0806 -0.2972
H 1.78436 6.70566 2.60088 -0.0819 0.3341 0.0034 0.3904
H 0.63541 7.47787 -0.19028 0.3360 0.1547 0.2526 -0.1798
H -0.27229 7.06108 1.20649 -0.0681 0.1727 0.2148 0.3005
H 0.62753 8.59064 1.19803 0.1790 -0.0092 0.0978 0.4377
H 3.99002 3.56905 1.08749 -0.2582 0.2683 0.1164 0.5706
H 3.04687 4.18740 -0.38859 -0.4091 -0.3999 0.6216 -0.0518
H 4.96696 3.68344 -1.83076 -0.4858 -0.1630 -0.1506 0.3425
H 5.88548 3.28961 -0.43871 0.0479 -0.5368 -0.0021 0.4905
H 4.51531 2.18582 -0.86113 0.1940 0.0605 -0.3313 -0.1825
C -0.25329 2.05360 -4.19629 0.7129 -0.1310 0.9279 -1.0077
C 0.43487 2.77631 -3.02975 0.0033 -0.3921 -1.0151 0.7895
O -0.37751 2.56037 -1.85458 0.6741 0.3676 1.0258 0.3129
P 0.16362 1.62171 -0.67288 -3.2325 0.7668 -1.6485 -0.2115
O 1.61327 1.37231 -0.76120 -7.0971 7.6952 -3.8206 0.7088
O -0.78733 0.34271 -0.97229 1.5280 1.0147 1.1676 -0.3615
C -0.28378 -0.95286 -0.63943 -0.5149 -1.8492 -1.3092 1.5898
C 0.51340 -1.52242 -1.80500 0.2581 0.6920 -0.0850 0.4136
O -0.41851 2.25640 0.66752 2.1362 -0.5262 -0.3810 -0.2002
C -1.73025 2.75870 0.77332 -2.5748 -0.2646 -2.1529 2.9262
C -1.85835 4.26324 0.67662 0.7284 0.3749 1.9916 -0.9266
H -0.02169 0.98800 -4.13168 0.1489 -0.0136 -0.1536 0.2755
H -1.33133 2.10967 -4.06233 -0.0435 0.4901 -0.4974 -0.2798
H 0.15936 2.46614 -5.11485 -0.4885 -0.1050 -0.2350 0.4272
H 1.45525 2.40734 -2.91663 -0.1260 -0.3194 0.3892 -0.2637
H 0.58502 3.83673 -3.22966 -0.7280 0.1911 0.3043 0.0642
H 0.33917 -1.12147 0.24192 -0.3149 1.2143 0.3059 -1.7338
H -1.18231 -1.56587 -0.53854 -0.0198 0.0604 0.3618 0.6292
H 1.46062 -0.98153 -1.85440 0.1474 -0.3719 0.0276 -0.9229
H 0.68395 -2.58761 -1.65383 0.1306 0.0392 -0.1237 -0.0373
H 0.04546 -1.33995 -2.77380 -0.3331 -0.2408 0.1074 0.5796
H -2.33433 2.41358 -0.08380 0.4238 -0.2539 -0.1549 -1.4234
H -2.30962 2.25781 1.54709 0.7500 0.3922 0.7246 -1.0795
H -1.18835 4.71054 -0.05540 -0.2607 -0.1826 -0.3700 -0.0445
H -2.89731 4.57095 0.57099 0.0175 -0.2383 -0.4571 -0.0789
H -1.56906 4.69810 1.64345 0.1659 0.1003 -0.0773 0.5813